{
  "formula": "C47H65N8OP2SSe2Si4V",
  "method": "ωB97M-V/def2-TZVPD",
  "symbols": ["Se", "H", "C", "C", "C", "H", "C", "H", "H", "C", "C", "H", "C", "C", "H", "Si", "Si", "H", "H", "H", "C", "C", "H", "C", "H", "N", "H", "C", "H", "H", "H", "H", "H", "H", "C", "C", "C", "C", "H", "H", "H", "C", "H", "N", "C", "H", "C", "H", "H", "C", "N", "C", "O", "H", "H", "H", "N", "H", "N", "H", "Si", "C", "H", "H", "C", "H", "H", "H", "H", "H", "H", "H", "H", "C", "C", "H", "H", "H", "H", "H", "Si", "H", "H", "C", "H", "P", "C", "C", "H", "H", "H", "C", "H", "C", "H", "H", "H", "H", "C", "H", "C", "H", "C", "H", "C", "C", "C", "C", "C", "C", "N", "H", "H", "H", "C", "P", "C", "C", "C", "H", "V", "N", "Se", "N", "S", "C", "H", "C", "H", "C", "C"],
  "positions_angstrom": [[3.6255, 0.1604, 1.1353], [-3.8642, -6.4592, 1.5884], [-0.2919, 2.6622, 5.1757], [0.0501, 1.9240, -1.3598], [-3.6122, -3.6125, 4.9726], [-0.6505, -3.9707, -1.4852], [-0.1759, 0.9015, 3.5083], [-1.2996, -1.1489, -5.3930], [2.5372, 2.9031, -7.2832], [3.2208, 3.4770, 1.4442], [0.7230, 0.1742, 4.3523], [2.4855, 2.8019, -3.0067], [-0.5993, -3.5520, 5.0894], [1.8772, -3.3324, 1.5005], [3.2125, -1.4521, -4.2289], [-2.0981, -2.6305, 4.2933], [-2.2648, -4.5836, 1.0176], [-0.6620, 3.6319, 5.4812], [-5.5002, -2.8260, 1.5643], [-4.2691, -1.7870, -1.2289], [3.6237, 4.7120, 1.9114], [-1.1092, -1.1920, -3.2292], [-1.7951, -0.8447, 6.0824], [5.4012, 1.0155, -3.5013], [3.6239, 4.9181, 2.9709], [-0.6170, -3.0477, -4.7469], [-2.0374, -0.1022, 4.5279], [-3.7302, 0.7767, 1.7937], [-6.2382, -1.2397, 1.6630], [-1.1047, 3.5981, -5.1423], [4.3938, 6.1724, -1.0308], [6.3127, 1.4618, -3.8702], [0.8653, 6.2024, 1.4880], [-0.2245, -4.9087, -3.7933], [0.4759, 4.8135, -1.5652], [0.8338, 5.9009, -2.3541], [4.8192, -0.0414, -4.1821], [-0.4741, -3.3147, -2.3315], [0.1184, -5.2688, 0.5303], [0.8086, 5.8087, -3.4319], [0.2408, -3.6399, 4.4047], [-2.3526, -0.9287, 5.1526], [-4.5273, -3.3718, 4.4442], [2.5011, -4.5371, 1.3149], [0.6385, 3.2534, -6.3492], [-0.8773, -4.5631, 5.3792], [-0.7295, -5.7360, 1.0203], [-2.5212, -2.1701, -4.5852], [-1.3530, 2.6797, 3.3204], [-3.0429, -4.8427, -0.7560], [-0.7824, 0.1607, -0.4669], [1.2124, 7.1991, -0.3761], [-0.5557, 0.4081, 2.3786], [0.5956, -3.0895, -2.3449], [-2.7891, 1.2389, 1.5091], [1.6933, 0.1437, 6.2565], [0.4680, 0.1820, -0.1067], [-3.9823, -5.3829, -0.6843], [-1.0610, 1.1840, -1.2152], [-4.5295, 1.3808, 1.3706], [-3.7736, -1.0223, 1.1592], [-4.1741, -0.8336, -0.7158], [-3.8110, 0.8229, 2.8764], [-1.7561, -0.3348, -3.0515], [2.6682, 2.8042, -5.1460], [-5.2839, -1.8445, 2.9993], [-4.4757, -4.9266, 2.1847], [4.4064, 6.6309, 1.3883], [2.9068, 2.7053, 2.1374], [0.1848, 4.0765, 0.4249], [5.2870, -0.4347, -5.0713], [-0.2397, -3.0411, 5.9809], [-0.9099, -6.6962, 0.5429], [3.6458, -0.6064, -3.7103], [-0.6673, 2.1415, 3.9608], [3.6589, 3.9943, -1.8772], [0.8385, 2.3404, 6.9796], [-3.2649, -3.9056, -1.2552], [-3.4755, -4.6855, 4.9117], [0.3606, -2.7346, -4.6735], [-1.8638, -2.3172, 1.8504], [-3.4023, -0.7647, 5.3789], [1.9288, -1.5752, 4.6706], [1.9821, 2.9223, -3.9532], [-3.2109, -5.7643, 3.0506], [2.8392, 1.4505, -0.3225], [3.2420, 3.1945, 0.0809], [3.6117, 0.9759, -1.9057], [2.8396, -4.6823, 0.3769], [1.4829, 7.9349, -2.3710], [-3.7682, -3.3677, 6.0201], [3.6500, 4.1783, -0.8135], [2.1296, -0.5413, -2.1913], [0.5616, 1.9407, 6.0137], [-1.8981, -4.3243, -3.6554], [-2.1092, -2.2019, -1.7282], [-2.3912, -5.4179, -1.4077], [-0.0797, -0.8167, -3.3005], [4.0591, 5.4130, -0.3391], [0.1127, 3.3879, -7.2839], [-1.4805, -1.8456, -4.5761], [-3.4117, -0.2372, -1.2057], [0.6225, 3.2054, -3.9499], [5.2928, 2.2965, -1.7897], [0.4804, 4.9239, -0.1808], [1.2071, 7.0894, -1.7569], [1.2839, -1.0625, 3.9565], [-0.8487, -4.0269, -3.6462], [1.0712, 1.2737, -0.6224], [-3.5773, -5.5225, 2.0605], [1.7619, -2.8475, 2.6913], [3.1267, -4.8275, 2.0487], [3.7255, 2.5794, -5.1358], [-0.4314, -5.9294, 2.0455], [1.9980, 2.9750, -6.3489], [-0.2781, 3.3674, -2.3691], [3.0377, -0.0976, -2.5814], [0.8563, 6.1157, 0.4115], [4.0608, 5.6769, 1.0192], [-5.1203, -0.3132, -0.8407], [0.1447, -0.8807, 1.4155], [-1.1915, -2.0981, -2.1325], [-2.3258, 3.6546, -2.6705], [1.1065, -1.6657, 2.8026], [1.2202, -2.5871, 0.1041], [-0.0482, 3.3667, -5.1555], [1.4837, 8.1373, 0.0860], [4.8162, 1.5054, -2.3488], [-0.7484, -3.4778, -5.6677], [1.0400, 0.7183, 5.6117], [-5.3509, -1.8111, 1.9174]],
  "forces_ev_per_angstrom": [[-0.3, -0.1, 0.2], [0.1, -0.1, -0.2], [0.1, -0.2, -0.1], [0.5, -0.4, 0.3], [0.4, 0.2, -0.5], [0.2, -0.1, -0.1], [0.7, 0.3, 1.7], [0.0, -0.1, -0.2], [0.0, 0.0, 0.0], [-0.1, -0.1, 0.1], [-0.7, 1.1, -0.2], [0.1, 0.0, -0.1], [-0.2, 0.3, -0.5], [-0.3, 0.3, -0.4], [0.0, 0.0, 0.0], [-0.4, -0.1, 0.5], [-0.3, -0.7, 0.0], [0.0, 0.0, 0.0], [0.0, -0.3, -0.1], [0.0, -0.3, -0.1], [0.1, 0.1, 0.0], [-0.3, -0.1, -0.3], [0.1, -0.1, 0.2], [0.1, -0.1, -0.1], [0.0, 0.0, 0.1], [0.3, -0.2, -0.4], [0.0, 0.1, -0.1], [0.3, -0.5, -0.2], [-0.2, 0.2, -0.1], [-0.1, 0.0, 0.0], [0.0, 0.0, -0.1], [0.1, 0.0, 0.0], [0.0, 0.0, 0.1], [0.0, 0.1, -0.2], [-0.2, -0.3, -0.1], [0.0, -0.2, 0.0], [0.1, 0.0, 0.0], [-0.4, -0.3, -0.4], [0.2, 0.1, -0.1], [0.0, 0.1, -0.1], [0.1, 0.0, -0.1], [0.2, -0.3, -0.5], [-0.2, 0.1, -0.1], [0.3, -0.1, 0.2], [0.2, 0.0, -0.2], [-0.2, -0.1, 0.0], [-0.4, 0.6, 0.0], [0.1, -0.1, 0.0], [0.0, 0.0, -0.1], [0.3, 0.5, 0.4], [-0.6, -0.1, 0.0], [-0.1, 0.0, 0.0], [-1.2, 2.3, 1.0], [0.1, -0.1, -0.1], [0.2, 0.1, 0.0], [0.1, 0.0, 0.1], [1.3, 2.3, -2.1], [-0.1, -0.1, 0.2], [-0.5, -0.2, 0.1], [-0.2, -0.1, -0.1], [-0.8, 0.1, 0.3], [0.4, -0.3, 0.5], [0.0, 0.0, 0.2], [0.0, 0.1, -0.1], [0.2, 0.0, -0.1], [0.1, 0.0, 0.2], [-0.2, 0.1, 0.0], [0.0, 0.1, 0.0], [0.1, 0.0, 0.0], [0.0, 0.0, 0.1], [0.1, 0.0, -0.1], [-0.1, 0.1, 0.1], [-0.3, -0.1, -0.1], [0.0, -0.1, -0.1], [0.0, 0.0, -0.3], [0.0, 0.0, -0.1], [0.0, 0.0, 0.0], [-0.1, 0.3, -0.2], [0.1, -0.2, -0.1], [-0.2, -0.1, -0.2], [-0.7, -0.8, 0.1], [-0.2, -0.1, 0.0], [-0.1, 0.0, -0.1], [-0.3, 0.1, 0.2], [0.1, 0.0, 0.2], [0.6, 0.2, -0.1], [-0.1, -0.4, 0.0], [-0.2, 0.0, 0.2], [0.0, 0.0, 0.1], [0.0, 0.1, 0.0], [0.1, 0.2, 0.2], [-0.1, -0.1, -0.1], [0.0, -0.1, 0.0], [0.1, 0.0, 0.3], [0.0, 0.1, -0.1], [0.0, 0.1, 0.1], [0.2, -0.2, -0.1], [0.1, 0.1, -0.1], [0.1, 0.1, -0.1], [0.0, 0.0, -0.1], [-0.2, 0.9, 0.4], [0.2, 0.2, -0.1], [-0.1, -0.2, 0.1], [0.1, 0.1, 0.0], [0.0, -0.1, 0.0], [0.0, 0.1, 0.0], [0.2, -0.9, -0.3], [0.1, -0.3, 0.9], [-0.3, 0.3, -0.3], [0.4, 0.4, -0.1], [1.0, -1.4, 0.8], [0.0, 0.0, 0.1], [0.0, 0.0, 0.0], [0.1, 0.0, 0.3], [0.0, 0.0, 0.0], [0.1, 0.8, -0.4], [-0.1, 0.1, 0.1], [-0.1, 0.1, 0.1], [0.0, -0.1, 0.0], [-0.2, 0.1, 0.1], [-1.3, -3.0, -1.6], [0.0, -0.2, 0.0], [-0.2, 0.1, -0.1], [1.3, 0.3, 2.1], [0.2, -0.4, -0.3], [-0.1, 0.0, 0.2], [0.1, 0.1, 0.1], [-0.2, 0.1, 0.2], [0.1, 0.1, 0.2], [0.1, -0.2, -0.2], [0.5, 0.2, -0.3]],
  "de_lowest_kj_mol": 192.6,
  "s_squared": 2.05,
  "e_homo_ev": [-6.374, -6.465],
  "fmax_ha_per_bohr": 0.07051,
  "spin_multiplicity": 3
}